# C3H13P5

C3H13P5 in the gas phase in a non-equilibrium geometry (wB97M-V/def2-TZVPD, OMol25).

The geometry in XYZ format:
```
21
Properties=species:S:1:pos:R:3:forces:R:3:nbo_charge:R:1
P -0.197715 -0.379687 -0.799028 -0.3 0.1 0.5 0.56
P 2.805347 0.273102 -0.417001 -1.3 -0.2 1.3 0.27
P -1.666752 -1.467784 0.520640 0.5 0.0 0.4 -0.07
P -3.517872 -1.174422 -0.615809 0.4 1.6 -0.2 0.00
P 4.425179 -1.165457 -0.195001 -1.1 -2.0 0.2 0.02
C -0.331557 1.366509 -0.018970 -2.2 -2.3 2.3 -0.66
C -1.757769 1.985052 -0.173185 2.3 -2.5 -0.3 -0.60
C 1.314986 -0.905943 0.097481 2.1 -1.9 1.2 -1.03
H 1.245357 -1.112303 1.236370 -0.1 1.4 -1.4 0.25
H 1.701692 -1.968214 -0.116735 -0.9 1.4 -0.7 0.25
H -2.407999 1.201747 -0.423002 -1.2 -0.9 -0.5 0.20
H -1.861704 2.717424 -0.890541 0.2 1.6 -1.7 0.21
H 3.829099 -1.759100 1.023942 0.4 0.3 -1.0 0.00
H 0.027494 1.318145 1.068541 -0.5 0.2 -1.5 0.22
H 2.655704 0.039103 -1.769132 -0.2 -0.1 -0.8 -0.03
H -4.174539 -0.699198 0.567429 -0.3 -0.7 -0.5 0.01
H -3.887131 -2.485741 -0.747198 -0.6 -0.9 0.5 0.00
H 0.315432 1.888688 -0.592207 2.4 1.9 -1.5 0.21
H -2.086197 2.335705 0.717968 -0.9 1.3 2.8 0.21
H 5.180362 -0.404180 0.604128 1.3 1.2 1.0 -0.02
H -1.424917 -2.843398 0.205677 0.1 0.5 -0.3 0.02
```
Positions in Å, forces in eV/Å.

Properties
Kohn-Sham gap   0.33178 hartree
Energy relative to the best compared isomer or geometry (same formula, charge and spin)   0.0 kJ/mol
LUMO level   0.88 eV

# C3H14BNO6P2

2 unconnected molecules or ions with the total composition C3H14BNO6P2 in a non-equilibrium geometry (wB97M-V/def2-TZVPD, OMol25).

The geometry in XYZ format:
```
27
Properties=species:S:1:pos:R:3:forces:R:3:nbo_charge:R:1
P 0.985303 -0.544829 -2.632290 0.5 8.2 -4.5 2.33
P -3.407437 -0.041436 3.831081 -2.2 -1.3 0.4 0.48
O -4.455718 1.009892 2.941639 2.1 -0.4 0.5 -0.92
O -1.508613 -1.097664 1.964418 -0.1 1.5 1.6 -0.92
O -0.724871 -0.587668 -2.496817 1.8 -3.0 0.8 -0.65
O 0.942022 0.059514 -4.025085 -0.1 -1.5 1.3 -1.00
O 2.682367 -0.769041 -2.572688 -1.5 -3.0 1.7 -0.80
O 1.062834 0.622638 -1.469619 -0.3 -1.2 0.5 -0.80
N -0.665639 1.020181 2.993222 -1.4 -0.7 -0.2 -1.12
C 1.738942 0.321151 -0.243846 0.2 0.2 0.1 -0.25
C 3.498348 0.255357 -3.122552 0.0 0.4 -0.5 -0.23
C -1.246943 -1.323681 -1.382491 -0.2 0.1 0.4 -0.28
B -1.732337 0.004131 2.870622 2.1 -0.2 -0.9 0.75
H 3.557813 0.143572 -4.204863 -0.1 0.1 0.0 0.20
H -0.806935 -2.322484 -1.344805 -0.2 0.0 0.1 0.17
H -0.661696 1.489657 3.895993 -0.3 0.3 -0.6 0.40
H 3.124418 1.247849 -2.866228 -0.1 -0.1 -0.1 0.19
H -2.326114 -1.418210 -1.501509 0.1 0.1 -0.1 0.20
H -0.622508 1.672568 2.210701 0.6 -0.2 0.3 0.40
H 4.500923 0.138475 -2.705768 -0.2 -0.2 0.2 0.18
H -1.528325 -1.889528 2.531642 -0.5 0.1 -0.6 0.50
H -3.868448 1.548656 2.381294 -0.7 0.2 0.2 0.48
H 2.704774 0.830163 -0.231731 0.0 -0.1 0.0 0.18
H -3.234095 0.491016 5.159174 0.3 0.7 -0.8 -0.04
H -1.041202 -0.794712 -0.449556 0.0 -0.1 0.0 0.19
H 1.137266 0.685727 0.589882 0.0 0.0 -0.1 0.19
H 1.895870 -0.751292 -0.119820 0.1 0.1 0.1 0.18
```
Positions in Å, forces in eV/Å.

Properties
Kohn-Sham gap   0.23591 hartree
LUMO level   -2.28 eV

# C3H14N2O2

3 unconnected molecules or ions with the total composition C3H14N2O2 in a non-equilibrium geometry (wB97M-V/def2-TZVPD, OMol25).

The geometry in XYZ format:
```
21
Properties=species:S:1:pos:R:3:forces:R:3:mulliken_spin:R:1
O -2.872169 0.296039 -0.513320 -0.8 -0.5 -0.2 0.06
O -0.219112 3.169336 -2.479550 2.0 -2.7 0.2 1.62
N 0.700206 0.319306 -0.630206 0.6 -0.6 0.8 0.61
N -0.842849 0.254154 1.939104 1.0 -0.5 -1.1 0.13
C 0.436235 -0.908267 0.088618 -2.3 -1.9 1.1 0.12
C 0.162837 -0.791894 1.642389 0.9 -0.6 1.4 0.13
C 1.640686 -1.889229 -0.024795 1.0 0.1 -0.7 -0.02
H 1.324063 0.191121 -1.395280 0.2 0.1 -0.5 -0.26
H -0.203112 -1.766239 2.155231 0.7 1.2 -1.4 -0.02
H 1.586138 -2.922274 0.439744 -0.5 1.4 -0.3 -0.01
H 1.953999 -2.061412 -1.086527 -0.5 0.2 0.7 -0.03
H 0.553674 3.147656 -3.114704 -0.6 -0.1 0.6 -0.40
H -0.352589 0.971587 1.418518 -0.7 1.2 0.0 -0.06
H -3.665193 -0.271750 -0.539025 0.6 0.4 0.0 -0.07
H 1.143800 -0.513526 2.194941 -1.1 -0.5 -1.0 0.00
H -0.685881 0.501864 2.899774 -0.3 0.2 0.5 -0.07
H -0.571098 -1.481876 -0.246612 2.0 1.1 0.1 0.06
H 2.515026 -1.353504 0.418489 -0.5 -0.5 -0.1 -0.01
H -2.294704 -0.120995 0.136214 0.1 0.2 0.3 0.00
H -0.633219 3.961357 -2.701571 -1.4 2.6 -0.6 -0.59
H 0.323261 1.268546 -0.601431 -0.5 -0.9 0.2 -0.19
```
Positions in Å, forces in eV/Å.

Properties
Expectation value of S²   0.750
Total charge   -1
Kohn-Sham gap (alpha / beta)   0.07980 / 0.32531 hartree
Energy relative to the best compared isomer or geometry (same formula, charge and spin)   142.9 kJ/mol
LUMO level (alpha / beta)   3.39 / 3.25 eV
Spin multiplicity   2

# C3H14N2O2

3 unconnected molecules or ions with the total composition C3H14N2O2 (wB97M-V/def2-TZVPD, OMol25).

The geometry in XYZ format:
```
21
Properties=species:S:1:pos:R:3:forces:R:3:mulliken_spin:R:1
O -2.365703 -0.760109 0.915483 0.0 0.0 -0.1 0.04
O -0.915178 3.697931 6.148439 0.2 0.1 -0.1 1.04
N 0.683148 0.016604 0.145551 0.0 -0.7 -0.1 0.97
N -0.655112 -2.196958 -1.084171 0.6 -0.7 0.0 -0.02
C 0.450922 -1.482350 -1.747331 -0.3 0.0 -0.2 0.51
C 1.482561 0.803005 -2.091783 -0.6 0.2 -0.1 0.32
C 0.484759 -0.032951 -1.296890 0.3 0.1 0.3 -0.02
H 1.127177 0.939248 -3.115828 0.1 -0.1 -0.2 -0.06
H 0.238049 0.791832 0.615761 0.1 0.1 0.0 -0.32
H -3.237027 -1.157746 0.996262 0.0 0.0 0.0 -0.11
H 0.305149 -1.596575 -2.826920 -0.1 0.4 0.0 0.08
H 1.502517 1.795518 -1.644383 0.3 0.1 0.0 -0.04
H -0.864722 2.952335 5.530099 -0.1 -0.2 0.0 -0.31
H 1.641171 -0.116362 0.437320 0.0 0.2 0.0 -0.49
H 2.474696 0.365004 -2.124547 0.2 0.0 0.1 -0.21
H 1.428006 -1.925608 -1.572172 0.3 -0.2 0.3 0.15
H -0.266705 4.302550 5.761421 0.0 0.1 0.1 -0.30
H -1.938020 -1.206901 0.161891 0.0 0.1 0.1 0.04
H -0.755024 -3.085873 -1.575351 -0.3 0.2 0.0 -0.19
H -0.500522 0.379256 -1.467144 -0.4 0.1 -0.1 -0.04
H -0.320143 -2.481852 -0.165707 -0.1 0.3 0.2 -0.04
```
Positions in Å, forces in eV/Å.

Properties
Expectation value of S²   0.750
Total charge   -1
Kohn-Sham gap (alpha / beta)   0.07303 / 0.34841 hartree
Energy relative to the best compared isomer or geometry (same formula, charge and spin)   31.3 kJ/mol
LUMO level (alpha / beta)   3.33 / 3.56 eV
Spin multiplicity   2

# C3H14N2O2

3 unconnected molecules or ions with the total composition C3H14N2O2 in a non-equilibrium geometry (wB97M-V/def2-TZVPD, OMol25).

The geometry in XYZ format:
```
21
Properties=species:S:1:pos:R:3:forces:R:3:nbo_charge:R:1
O 0.024872 -2.813723 2.049010 1.4 -0.2 -0.1 -0.94
O 0.828136 1.608489 -3.439010 0.2 0.2 -0.1 -0.93
N 1.932390 0.644730 1.897772 -0.5 -0.7 -0.1 -0.81
N 0.044396 0.052692 0.433131 0.5 0.4 0.7 -0.65
C -1.075397 0.603597 -0.295877 -1.5 -1.1 -0.9 -0.22
C 0.606073 0.997818 1.425803 -0.4 0.5 -0.8 -0.06
C -1.536458 -0.413030 -1.411627 0.4 0.5 1.6 -0.60
H 1.850276 -0.330048 2.188639 0.3 0.1 0.3 0.34
H 0.617972 -3.085545 1.316420 -0.7 0.2 0.3 0.47
H 1.084437 0.750060 -3.783361 0.0 -0.1 0.0 0.47
H -0.115209 1.104360 2.241673 0.3 0.0 0.4 0.16
H -0.066674 1.498427 -3.114189 -0.1 0.0 0.0 0.46
H 0.664857 1.977473 0.948717 0.0 0.0 0.0 0.17
H -1.957145 0.758274 0.342672 0.2 0.3 0.1 0.16
H -0.333280 -0.682881 1.029086 0.1 -0.4 -0.5 0.36
H -2.603581 -0.610249 -1.348363 -0.1 0.3 -0.4 0.21
H -1.050971 -1.356126 -1.168634 0.2 -0.1 -0.5 0.21
H 0.658326 -2.817190 2.794048 -0.7 0.0 -0.3 0.47
H -0.872377 1.535627 -0.816426 0.5 0.2 0.4 0.18
H -1.219148 -0.002815 -2.358854 -0.2 -0.5 -0.5 0.18
H 2.518505 0.580061 1.069368 0.1 0.2 0.0 0.35
```
Positions in Å, forces in eV/Å.

Properties
Kohn-Sham gap   0.35626 hartree
Energy relative to the best compared isomer or geometry (same formula, charge and spin)   112.4 kJ/mol
LUMO level   0.61 eV

# C3H14N2O2

3 unconnected molecules or ions with the total composition C3H14N2O2 in a non-equilibrium geometry (wB97M-V/def2-TZVPD, OMol25).

The geometry in XYZ format:
```
21
Properties=species:S:1:pos:R:3:forces:R:3:nbo_charge:R:1
O -0.322448 -3.747888 -1.438960 0.3 -0.1 0.0 -0.93
O -1.489037 0.734376 2.708360 0.0 0.1 0.0 -0.97
N 0.073475 0.915083 0.130442 -0.3 -1.7 -0.2 -0.68
N -1.795460 2.118282 -0.797639 0.0 -0.6 -0.6 -0.83
C 0.834595 -0.332334 -0.068774 0.9 0.3 0.1 -0.21
C -0.648275 1.240915 -1.110740 -0.2 2.5 0.4 -0.06
C 2.069198 -0.449400 0.869302 -0.6 1.3 -1.8 -0.63
H 0.702707 1.671974 0.365714 0.1 0.0 -0.2 0.36
H 2.544740 -1.373314 0.547724 0.1 -0.3 1.2 0.22
H 2.813484 0.340116 0.653139 -0.3 -0.2 -0.3 0.20
H -0.955829 0.848792 1.901345 0.0 -0.1 -0.2 0.49
H -1.514145 2.881646 -0.201899 0.1 0.1 0.1 0.35
H -2.493786 1.589157 -0.284235 0.1 0.0 0.0 0.35
H 1.742904 -0.197094 1.864872 0.1 -1.1 0.7 0.22
H -1.054123 0.382288 -1.684819 0.7 0.3 0.6 0.20
H -0.023831 -4.034260 -2.306735 -0.2 0.1 -0.2 0.47
H -2.307447 1.204098 2.526339 0.0 0.0 0.0 0.46
H 0.062244 1.879420 -1.726068 -0.9 -1.0 0.1 0.16
H 0.198553 -1.231913 0.019129 0.0 0.6 0.2 0.20
H 0.365751 -4.099630 -0.865827 -0.1 0.0 0.2 0.47
H 1.196729 -0.340314 -1.100669 0.2 -0.2 -0.2 0.16
```
Positions in Å, forces in eV/Å.

Properties
Kohn-Sham gap   0.36555 hartree
Energy relative to the best compared isomer or geometry (same formula, charge and spin)   107.8 kJ/mol
LUMO level   0.67 eV

# C3H14N2O2S

4 unconnected molecules or ions with the total composition C3H14N2O2S in a non-equilibrium geometry (wB97M-V/def2-TZVPD, OMol25).

The geometry in XYZ format:
```
22
Properties=species:S:1:pos:R:3:forces:R:3:nbo_charge:R:1
S -2.474777 0.434769 -0.830666 0.4 0.1 0.1 0.05
O 1.723464 -1.637719 -0.956049 -0.4 0.8 0.0 -1.03
O -1.512631 -2.050019 0.847554 0.0 -0.5 0.0 -0.95
N 0.456834 0.450806 -1.828922 -0.1 -0.6 1.0 -0.69
N 2.574831 0.595255 0.184985 -1.1 0.5 -1.0 -0.69
C 0.198687 0.567372 -0.422620 -0.8 -0.1 -0.9 -0.10
C 1.338491 1.286971 0.331478 1.1 -0.2 0.6 -0.22
C -1.092656 1.323920 -0.158153 0.4 -0.1 -0.1 -0.60
H -1.253446 1.362231 0.927376 -0.1 0.3 -0.1 0.26
H -1.514991 -1.521402 0.032911 -0.1 -0.5 0.1 0.47
H 3.078606 0.349909 1.001426 0.2 -0.2 0.9 0.38
H -3.819961 -0.742585 2.771620 -0.4 -0.2 0.2 0.00
H 0.150724 -0.458020 -0.010705 0.2 0.0 0.3 0.29
H -3.241479 -0.352304 2.560760 0.4 0.2 -0.1 0.00
H 1.035356 -0.401207 -1.947940 0.3 0.1 -0.1 0.43
H -0.433315 0.261605 -2.282003 -0.4 0.6 -0.5 0.38
H 1.059699 1.461625 1.371404 0.0 -0.1 0.1 0.20
H -1.509608 -2.993725 0.592381 0.1 0.9 0.0 0.48
H 1.406673 2.266554 -0.162429 -0.3 0.1 -0.1 0.23
H 2.352052 -2.345131 -1.051996 0.5 -0.5 0.0 0.45
H -0.966398 2.356680 -0.516380 -0.3 0.0 -0.1 0.23
H 2.443854 -0.215588 -0.454040 0.5 -0.6 -0.2 0.43
```
Positions in Å, forces in eV/Å.

Properties
Kohn-Sham gap   0.14002 hartree
Energy relative to the best compared isomer or geometry (same formula, charge and spin)   661.4 kJ/mol
LUMO level   -4.53 eV

# C3H14N5

3 unconnected molecules or ions with the total composition C3H14N5 (wB97M-V/def2-TZVPD, OMol25).

The geometry in XYZ format:
```
22
Properties=species:S:1:pos:R:3:forces:R:3:nbo_charge:R:1
N 1.383661 2.482489 0.374743 0.1 0.3 -0.1 -1.08
N 1.365769 -2.306686 0.581110 -0.1 -0.3 0.4 -0.65
N -3.636643 -0.394934 -0.565456 -0.5 -0.1 0.0 -0.74
N -1.789536 -0.271986 0.864920 0.0 -0.1 0.4 -0.73
N 0.769847 -0.152632 0.957520 0.3 0.3 0.1 -0.87
C 1.841603 -0.641068 -1.211417 0.0 -0.2 0.2 -0.69
C -2.352752 -0.299002 -0.287095 0.3 0.1 -0.5 0.38
C 1.347919 -1.138802 0.119998 0.1 -0.3 -0.2 0.44
H 1.755922 -3.029861 -0.010509 0.1 0.2 -0.3 0.36
H 0.937220 -0.393639 1.929206 0.1 0.0 0.0 0.41
H -0.613419 -0.219271 0.925304 -0.5 0.0 -0.1 0.43
H -3.962888 -0.412140 -1.519072 0.1 0.0 0.1 0.43
H 0.635532 3.034328 0.775305 0.0 0.2 0.0 0.38
H 1.116697 0.021743 -1.677476 -0.1 0.1 -0.1 0.22
H 1.056594 0.829711 0.730370 0.0 -0.3 0.2 0.44
H 2.762239 -0.080945 -1.053210 0.0 0.1 -0.1 0.24
H 2.056245 -1.472249 -1.874522 0.0 0.0 -0.1 0.24
H -2.353796 -0.369160 1.698922 -0.1 0.0 0.0 0.40
H -1.693322 -0.214308 -1.146916 0.0 0.0 0.0 0.20
H -4.333727 -0.487801 0.158615 0.0 0.0 0.0 0.42
H 2.240767 2.772137 0.830064 0.1 0.1 0.0 0.39
H 1.466065 2.744070 -0.600401 0.0 0.1 0.0 0.38
```
Positions in Å, forces in eV/Å.

Properties
Total charge   +1
Kohn-Sham gap   0.38848 hartree
Energy relative to the best compared isomer or geometry (same formula, charge and spin)   42.5 kJ/mol
LUMO level   -2.61 eV